1.
DFT (wB97M-V/def2-TZVPD) results for a structure of composition C25H41F5GaP2.

```
74
Properties=species:S:1:pos:R:3:forces:R:3:mulliken_charge:R:1
Ga -1.28738 3.25771 -1.73277 0.840 -0.707 -0.142 -1.094
P -5.68484 1.31099 -0.36413 1.068 0.268 -0.709 -0.114
P 0.83396 4.75639 -1.25410 -1.256 -0.396 -0.470 0.132
F -1.53892 1.72642 -3.88401 0.456 -0.796 0.801 -0.349
F 0.40080 -0.09082 -1.54454 0.160 0.449 -0.433 -0.140
F -2.00991 0.41621 -2.11509 0.768 0.342 -0.628 -0.318
F 0.11183 -0.31462 -3.70553 0.195 0.516 0.777 -0.265
F 1.30038 1.34770 -2.94277 -1.061 -0.556 0.350 -0.305
C 0.14254 0.89470 3.42821 -0.238 0.410 0.009 -1.615
C 2.89510 1.04258 1.85257 0.052 0.346 -0.088 -1.588
C 1.88619 4.39694 -2.66071 1.333 -0.576 -0.014 -0.879
C 1.10897 3.95807 0.35278 0.963 -0.372 0.502 -0.924
C 0.81087 -1.96220 1.12649 -0.121 -0.294 -0.231 0.584
C -1.56998 4.86017 -2.70906 0.204 0.530 -1.606 0.296
C -1.31451 -1.77661 2.57268 -0.395 0.095 -0.044 -1.522
C 1.86917 -0.01621 1.73288 0.081 -0.005 0.098 0.739
C 0.62989 -0.07830 2.42793 0.239 0.040 0.137 0.660
C -3.01817 5.33636 -2.85209 -0.025 0.182 -0.600 -1.396
C -4.13517 4.49051 -2.19733 -0.576 0.031 0.369 -1.274
C 3.09141 -1.53067 0.02666 0.491 0.090 -0.085 -1.401
C -5.72988 -0.08027 -1.58052 -0.161 -0.358 0.272 -1.025
C 0.52838 -3.24712 0.46002 -0.238 -0.314 0.034 -1.402
C 1.98177 -1.18140 0.92923 0.099 0.209 -0.096 0.534
C -2.45937 5.38305 0.05221 -0.245 -0.485 0.304 -1.250
C -0.65492 5.68151 -1.76753 -0.155 1.183 -0.195 -0.406
C -3.82304 3.54839 -0.95144 -1.586 0.229 -0.043 0.011
C -1.11792 1.38367 -2.58879 -0.586 0.394 -0.292 0.179
C -4.21613 2.06720 -1.27323 -0.081 0.789 -0.279 -0.988
C -1.31181 6.23030 -0.46853 0.616 0.466 -0.438 -0.975
C -4.66637 0.50085 0.95857 -0.311 0.022 0.522 -0.704
C -2.45845 3.87284 -0.34216 0.018 -0.663 1.407 0.245
C -0.02346 -1.28153 2.05093 -0.199 -0.110 0.228 0.540
C 0.18773 0.59534 -2.70543 0.441 -0.736 -0.816 0.786
H 3.42070 -2.56687 0.18316 -0.110 0.193 -0.058 0.366
H -3.22855 5.34940 -3.93403 -0.050 -0.025 0.350 0.323
H -4.59563 3.89345 -3.00250 0.165 0.084 0.452 0.487
H -4.47508 -0.55075 0.71243 0.070 0.197 0.084 0.270
H -4.92513 5.18422 -1.85865 0.214 -0.263 -0.320 0.294
H -6.13698 0.28319 -2.53336 0.057 -0.186 0.256 0.362
H -2.22534 3.24671 0.52879 -0.742 0.176 0.318 0.885
H -4.53914 3.85229 -0.16515 0.037 0.062 -0.312 0.826
H -0.95420 0.95634 3.41796 0.295 -0.033 0.051 0.388
H 2.90938 4.67712 -2.35898 -0.191 -0.182 -0.440 0.423
H -4.51073 1.98178 -2.33779 0.342 0.101 0.431 0.544
H -6.36771 -0.88581 -1.18814 0.167 0.144 -0.278 0.379
H -0.53246 6.32039 0.30329 -0.181 0.098 -0.216 0.346
H 2.78777 -1.44094 -1.02761 -0.034 -0.049 0.217 0.290
H -3.11186 6.39496 -2.57756 0.065 -0.139 0.218 0.420
H 3.67416 0.76367 2.57778 -0.170 -0.022 -0.111 0.395
H -1.86135 -2.32964 1.79955 0.094 0.107 0.194 0.429
H 2.14359 4.21350 0.64473 -0.392 -0.170 0.200 0.530
H -1.63117 7.25899 -0.68421 -0.106 -0.259 0.203 0.398
H 1.85669 3.33321 -2.91539 0.215 0.534 -0.200 0.157
H 1.03349 2.86160 0.27822 -0.052 0.331 0.176 0.094
H 3.94892 -0.86788 0.18483 -0.144 -0.203 -0.092 0.417
H -3.72195 1.04890 1.07395 -0.184 -0.182 0.012 -0.059
H -4.70171 -0.45448 -1.73367 -0.468 0.033 -0.045 0.233
H 1.61617 5.00634 -3.53817 -0.131 -0.178 0.525 0.373
H 0.43029 4.32088 1.14291 0.158 -0.012 -0.565 0.373
H 3.39398 1.21285 0.89096 -0.077 -0.030 0.201 0.464
H 0.54438 1.89913 3.23808 -0.088 -0.284 0.097 0.334
H -5.21668 0.56017 1.90475 0.226 -0.196 -0.065 0.485
H 2.45616 1.98866 2.18661 0.133 -0.197 -0.032 0.324
H -1.94699 -0.95041 2.91851 0.117 -0.229 -0.055 0.339
H 1.37154 -3.94295 0.56454 -0.132 0.147 -0.057 0.348
H -0.18726 6.50288 -2.34810 -0.396 -0.060 0.453 0.569
H -1.13067 4.79201 -3.71335 0.168 0.504 0.258 1.012
H 0.44645 0.60399 4.44808 -0.048 0.007 -0.287 0.346
H -0.36296 -3.71962 0.88436 0.205 0.027 -0.151 0.444
H -3.38168 1.38980 -1.12491 -0.143 0.009 0.124 0.129
H 0.35639 -3.10321 -0.61714 0.077 0.019 0.174 0.293
H -1.16803 -2.46046 3.42321 0.045 0.137 -0.166 0.310
H -2.47069 5.42746 1.15510 -0.089 0.158 -0.380 0.532
H -3.39782 5.85051 -0.28935 0.292 -0.387 0.237 0.358
```
Positions in Å, forces in eV/Å.

Values from the calculation:
Molecular weight ... 568.26 g/mol
ΔE to the lowest compared entry with this formula, charge and spin ... 0.8939 eV
Charge ... +1
Gap between HOMO and LUMO (spin up / spin down) ... 3.699 / 3.701 eV



2.
DFT (wB97M-V/def2-TZVPD) results for a cluster of 5 separate species, C25H41I2NO14PS in total.

```
85
Properties=species:S:1:pos:R:3:forces:R:3:mulliken_charge:R:1
I 0.29079 -4.02772 -7.05374 0.009 0.086 0.025 0.239
I -5.57765 -2.58591 -1.26234 -0.067 -0.087 -0.123 0.020
S -1.37168 0.65098 -2.59685 0.037 -0.055 -0.029 -0.231
P 0.19500 -0.05859 -3.43154 -0.385 0.056 0.088 0.165
O -0.74536 4.13842 1.14288 0.060 -0.004 -0.081 -0.262
O 1.34869 -7.72611 -1.67679 0.008 -0.001 -0.018 -0.539
O -5.66827 -0.92743 3.26841 -0.021 0.026 -0.002 -0.355
O -0.12855 -7.83322 0.02549 0.036 -0.044 0.051 -0.364
O -3.96431 0.37118 3.86200 0.066 -0.011 0.014 -0.387
O -2.91747 4.13917 0.54942 0.051 0.035 -0.111 -0.518
O -1.92424 6.01200 1.30599 -0.015 0.009 0.051 -0.351
O -5.27123 -0.54453 5.45419 0.005 -0.017 0.007 -0.528
O 4.31279 4.81093 3.56894 -0.020 -0.004 -0.039 -0.511
O -2.76337 -2.15297 -0.60026 -0.013 -0.055 0.004 -0.358
O 3.88225 6.80736 2.61339 0.034 0.047 0.037 -0.273
O 1.74791 -2.63762 -1.19228 -0.031 -0.017 -0.034 -0.190
O 0.54771 -5.85451 -0.72109 -0.101 0.180 -0.039 -0.289
O 5.95899 6.30765 3.22045 0.048 -0.043 -0.034 -0.361
N 0.83795 -2.52157 -4.57556 -0.178 0.302 -0.109 -0.318
C -0.64514 -6.86932 0.96931 -0.023 0.061 0.023 0.446
C -2.02749 -7.25348 1.42586 -0.007 -0.078 -0.053 -1.453
C -2.92419 -3.48093 -2.59315 0.024 0.081 -0.146 -1.279
C -0.55559 -5.59004 0.15453 0.046 -0.051 -0.001 -0.072
C 4.63131 8.02470 2.50008 0.005 0.005 0.042 -0.522
C -0.38673 -2.86753 -5.39064 0.130 -0.195 -0.296 -0.796
C 1.95847 -2.02915 -2.42415 -0.054 -0.066 -0.010 -1.040
C -3.31430 1.37824 1.74334 0.015 -0.037 0.173 -1.459
C -1.95484 4.70893 0.95523 -0.052 -0.012 0.057 0.617
C 0.21656 5.17412 1.45157 0.007 0.089 0.017 0.514
C -0.51621 -2.63124 -2.47332 -0.188 -0.292 -0.171 -1.899
C -1.77515 -2.78332 -3.32643 0.032 0.040 -0.099 0.524
C 4.68754 5.86727 3.17593 0.056 0.026 0.004 0.656
C 2.97461 -3.04434 -0.60144 0.133 -0.089 0.043 -0.882
C 0.65801 -7.20662 -0.86368 0.020 0.019 -0.053 0.575
C 1.27315 4.67050 2.39499 -0.103 -0.253 0.032 -1.344
C 6.06547 7.52692 2.45719 -0.023 0.045 -0.030 0.469
C -4.99393 -0.38066 4.31265 0.006 0.000 -0.007 0.599
C 0.60539 -1.90050 -3.19257 0.288 0.123 0.228 1.075
C -5.19322 -0.31949 2.06488 0.077 0.052 0.011 0.208
C -0.69364 6.25920 1.99743 0.009 -0.026 0.030 -0.484
C -3.44100 -2.68560 -1.41545 -0.010 0.089 0.211 0.234
C 7.09083 8.44994 3.06079 0.026 -0.059 0.077 -1.413
C -3.79880 0.13944 2.44885 -0.020 -0.008 -0.049 0.574
C -1.40453 -3.60515 -4.56128 0.055 0.021 0.161 -1.081
H 1.85552 5.49227 2.80272 -0.006 0.044 -0.046 0.321
H 6.34050 7.24303 1.43778 -0.009 0.021 -0.009 0.242
H -2.64706 -7.51598 0.56783 -0.017 0.064 -0.007 0.356
H 1.96086 3.99412 1.89039 0.024 0.018 0.010 0.359
H 6.93402 8.53075 4.13638 -0.044 0.052 -0.011 0.356
H -0.35334 -4.69789 0.74142 0.047 -0.007 -0.003 0.379
H -5.19899 -1.04782 1.25984 -0.040 -0.024 0.067 -0.358
H -1.99432 -8.10864 2.09749 0.006 -0.005 -0.007 0.379
H 0.65527 5.49527 0.50233 -0.004 0.006 -0.002 0.215
H -2.12225 -1.79772 -3.65141 -0.074 -0.009 0.044 0.252
H 0.05340 -6.83442 1.80885 0.001 0.016 -0.001 0.303
H -0.98261 -4.56464 -4.24318 -0.075 -0.066 -0.074 0.409
H -0.17404 -3.63906 -2.21379 0.126 0.076 0.143 0.243
H 3.45457 -3.80808 -1.22060 0.018 -0.012 0.015 0.374
H -2.60114 -4.45394 -2.20768 0.001 -0.003 0.035 0.265
H -0.76898 -1.94386 -5.81784 -0.052 0.074 0.175 0.510
H 0.81424 4.12529 3.22072 -0.035 0.071 0.025 0.319
H 1.37842 -1.85916 -5.13847 0.169 -0.146 -0.028 0.458
H -2.27064 -3.81012 -5.18981 0.002 -0.002 -0.022 0.605
H -1.45333 -5.43919 -0.45300 -0.051 -0.006 0.070 -0.121
H -3.74196 -3.66260 -3.28709 -0.011 -0.044 0.008 0.714
H -2.48857 -6.41923 1.95635 0.006 -0.005 0.022 0.371
H -2.27216 1.58634 1.98032 -0.002 0.021 -0.005 0.402
H 4.44123 8.63693 3.38470 0.020 0.020 -0.006 0.303
H 3.65768 -2.19968 -0.47688 -0.035 0.037 0.018 0.348
H 2.42843 -1.04964 -2.28324 0.048 0.015 -0.049 0.379
H 2.66335 -2.62488 -3.02851 0.012 -0.018 -0.007 0.345
H 7.00534 9.44166 2.61490 0.014 0.000 -0.015 0.369
H 8.10020 8.08191 2.88793 -0.003 -0.010 0.003 0.354
H -3.08452 -0.68324 2.34272 -0.021 -0.013 -0.041 0.173
H -5.83877 0.52594 1.81237 0.004 -0.003 -0.020 0.350
H -0.72017 -2.10631 -1.54391 0.019 0.031 -0.015 0.932
H -3.91004 2.24034 2.03655 -0.049 -0.001 -0.057 0.379
H 1.42319 -3.35862 -4.49333 -0.110 -0.077 0.155 0.589
H 0.28125 0.01185 -4.84489 0.052 0.043 -0.028 0.077
H 2.74596 -3.46890 0.37049 -0.059 0.018 0.007 0.241
H 1.39977 0.54268 -3.05193 0.163 -0.022 -0.124 0.125
H 4.32124 8.55888 1.60635 -0.014 -0.047 -0.025 0.318
H -0.86312 6.14381 3.07051 0.018 0.003 0.006 0.321
H -0.35685 7.26914 1.78215 -0.022 0.001 -0.043 0.307
H -3.39811 1.25402 0.66323 0.012 0.002 -0.011 0.382
```
Positions in Å, forces in eV/Å.

Values from the calculation:
Molecular weight ... 896.45 g/mol
Charge ... +1
Gap between HOMO and LUMO ... 8.391 eV